Record 1
The following is a DFT calculation (ωB97M-V/def2-TZVPD) of a single C20H33N5O4 molecule.

Output
HOMO level: -9.3 eV
energy above the lowest of the compared OMol25 structures with the same formula, charge and spin: 0.4071 eV
E_LUMO: 0.57 eV
E: -36916.132 eV
Kohn-Sham gap: 9.84 eV

```
! RIJCOSX wB97M-V def2-TZVPD def2/J DEFGRID3
* xyz 0 1
O -3.329 1.682 -2.998
O 1.614 -1.241 1.107
O 1.223 1.306 0.530
O 1.889 -5.735 -0.594
N 1.016 -5.271 -5.379
N 2.716 -3.674 -0.165
N -1.035 1.153 0.427
N 0.033 -3.359 -5.018
N 0.784 -4.763 -6.610
C -2.266 0.383 0.376
C 0.275 -0.843 1.006
C 3.307 -2.648 2.005
C -4.950 1.478 -4.716
C 0.212 0.640 0.626
C -1.181 2.510 -0.072
C 1.671 -6.552 -5.235
C -1.866 3.954 -2.002
C 0.560 -4.423 -4.440
C 0.686 -4.640 -2.972
C 1.359 -3.553 1.938
C 2.722 -3.874 1.271
C -1.677 2.524 -1.518
C 1.879 -2.116 2.189
C -2.790 0.310 -1.054
C 2.205 -4.623 -0.987
C -2.964 1.713 -1.633
C 2.065 -4.230 -2.446
C 0.195 -3.620 -6.339
C -4.660 1.272 -3.247
H -0.131 -2.953 -7.120
H -4.830 2.528 -4.984
H -0.247 -1.445 0.253
H 3.757 -2.932 2.954
H -3.752 2.235 -1.061
H -5.971 1.173 -4.948
H -0.217 3.005 0.008
H 2.848 -4.756 -2.999
H -4.798 0.218 -2.980
H 1.078 -7.326 -5.719
H -3.005 0.880 1.015
H -2.118 -0.612 0.788
H -0.251 -0.982 1.959
H -5.348 1.864 -2.628
H -0.088 -4.043 -2.490
H -2.082 -0.239 -1.683
H -3.738 -0.231 -1.067
H -0.922 2.027 -2.138
H 2.656 -6.515 -5.696
H 1.775 -6.784 -4.178
H 0.469 -3.671 1.321
H -2.204 3.973 -3.036
H -4.265 0.887 -5.324
H -0.932 4.514 -1.932
H -2.613 4.470 -1.390
H 3.985 -2.000 1.451
H 2.226 -3.161 -2.595
H 1.233 -4.102 2.871
H 2.723 -2.718 -0.487
H 0.507 -5.682 -2.706
H 3.147 -4.850 1.484
H -1.897 3.043 0.566
H 1.618 -1.634 3.135
*
```

Mulliken population analysis, charges in e, atoms 1 to 2:
1. O -0.338
2. O -0.380

=====

Record 2
The following is a DFT calculation (ωB97M-V/def2-TZVPD) of a single C20H33NO2 molecule.

Output
HOMO level: -10.0 eV
energy above the lowest of the compared OMol25 structures with the same formula, charge and spin: 0.4899 eV
E_LUMO: 0.37 eV
E: -26861.519 eV
Kohn-Sham gap: 10.32 eV

```
! RIJCOSX wB97M-V def2-TZVPD def2/J DEFGRID3
* xyz 0 1
O 0.864 4.018 -0.354
O 0.415 2.277 -1.709
N -2.561 5.968 -1.326
C -0.197 -3.781 0.642
C -3.357 5.463 -2.254
C 0.746 1.163 3.020
C -0.365 -3.740 2.160
C 0.882 1.709 1.601
C 0.169 -1.262 2.465
C -0.280 0.035 3.136
C 2.059 3.398 0.119
C 2.131 -8.663 -2.015
C 0.022 -5.194 0.098
C 0.123 3.350 -1.242
C 1.584 -7.209 -0.027
C 1.360 -5.798 0.520
C 1.872 2.870 1.540
C 1.811 -7.252 -1.537
C -1.957 3.569 -2.579
C -1.110 4.095 -1.605
C -1.467 5.304 -1.008
C -0.846 -2.384 2.676
C -3.104 4.266 -2.911
H -0.460 -0.164 4.195
H 0.645 -3.154 0.345
H 1.218 0.921 0.927
H 2.330 2.585 -0.562
H 1.400 -5.845 1.610
H 2.847 2.543 1.907
H -3.786 3.895 -3.660
H -0.844 5.748 -0.244
H 2.171 -5.148 0.185
H -4.238 6.050 -2.479
H -1.053 -2.473 3.746
H 0.921 -6.894 -2.057
H 3.032 -9.035 -1.532
H 2.288 -8.678 -3.091
H 0.303 -1.093 1.397
H -1.093 -4.501 2.453
H 2.829 4.175 0.096
H -1.784 -2.119 2.182
H -0.097 2.048 1.254
H -1.225 0.361 2.697
H -0.789 -5.842 0.438
H 1.133 -1.567 2.883
H -1.098 -3.368 0.181
H 1.313 -9.340 -1.778
H -1.699 2.632 -3.050
H 2.460 -7.639 0.466
H 0.725 -7.834 0.226
H 2.638 -6.586 -1.795
H -0.023 -5.151 -0.992
H 1.525 3.686 2.177
H 1.719 0.801 3.363
H 0.582 -3.984 2.645
H 0.447 1.980 3.682
*
```

Mulliken population analysis, charges in e, atoms 1 to 2:
1. O -0.294
2. O -0.623

=====

Among the records above, which one has the highest HOMO level?
C20H33N5O4